C5H10N4O | wB97M-V/def2-TZVPD

```
! wB97M-V def2-TZVPD RIJCOSX def2/J DEFGRID3
* xyz 2 1
C -3.748 0.632 0.448
C -3.856 -0.732 0.733
C -2.491 0.881 -0.129
C 2.477 -0.535 0.221
C 3.690 1.167 -1.101
N -2.715 -1.248 0.257
N -1.862 -0.273 -0.144
N 2.780 0.324 -0.542
N 1.934 -1.349 0.992
O -0.503 -0.615 -0.420
H -4.567 1.278 0.612
H -4.683 -1.336 1.056
H -1.963 1.749 -0.399
H 3.139 1.655 -1.950
H 4.219 1.579 -0.267
H 4.608 0.597 -1.630
H -2.343 -2.187 0.292
H -0.368 -0.706 -1.418
H 1.539 -1.130 1.902
H 1.835 -2.362 0.753
*
```

Results
highest occupied orbital energy: -17.84 eV
relative energy (zero: lowest compared OMol25 entry of this formula, charge and spin): 4.0048 eV

---

C11H21Cl3IO4P2Yb | wB97M-V/def2-TZVPD

```
! wB97M-V def2-TZVPD RIJCOSX def2/J DEFGRID3
* xyz 2 2
C 2.032 -2.571 -3.678
C 1.466 -1.744 -2.592
H 1.440 -3.493 -3.790
H 3.075 -2.819 -3.440
H 2.017 -1.997 -4.615
O 0.495 -1.991 -1.892
I 2.806 0.441 -2.322
Yb 0.664 -0.057 -0.664
P -1.846 0.977 -1.720
C -3.618 1.042 -1.273
C -1.470 2.772 -1.650
H -2.127 3.304 -2.351
H -2.528 1.606 -3.971
H -0.418 2.943 -1.920
H -0.951 0.744 -3.960
H -3.726 1.420 -0.247
H -1.620 3.151 -0.631
C -1.963 0.771 -3.534
H -4.165 1.697 -1.967
H -2.467 -0.179 -3.756
H -4.035 0.027 -1.316
P 1.284 -1.460 1.815
C 0.448 -2.095 3.307
C 2.518 -2.774 1.527
H 2.777 0.479 1.854
H 3.163 -0.707 3.151
H 1.768 0.417 3.317
C 2.353 -0.191 2.615
H 3.053 -2.569 0.589
H 3.234 -2.804 2.361
H 1.182 -2.353 4.087
H -0.131 -2.990 3.040
H 2.005 -3.741 1.439
H -0.244 -1.330 3.687
C -1.391 -0.666 0.900
O -2.465 -1.080 1.042
Cl -1.065 2.861 4.300
C -0.338 3.049 2.692
Cl -1.189 4.317 1.782
Cl 1.382 3.453 2.864
C -0.445 1.703 1.844
O -1.213 0.802 2.298
O 0.252 1.634 0.779
*
```

Results
⟨S²⟩: 0.751
highest occupied orbital energy (alpha / beta): -15.39 / -15.41 eV
relative energy (zero: lowest compared OMol25 entry of this formula, charge and spin): 0.7213 eV

---

ClH5N3P | wB97M-V/def2-TZVPD

```
! wB97M-V def2-TZVPD RIJCOSX def2/J DEFGRID3
* xyz 0 1
H 2.530 0.695 1.250
N 1.522 0.425 1.257
P 0.894 0.366 -0.223
N -0.757 0.413 0.046
N 1.159 0.541 -1.738
H 2.159 0.609 -2.032
H -1.451 -0.201 -0.402
H -0.626 0.442 1.051
Cl -4.726 -0.483 0.621
H -4.391 0.859 0.617
*
```

Results
highest occupied orbital energy: -9.80 eV
relative energy (zero: lowest compared OMol25 entry of this formula, charge and spin): 1.5318 eV

---

C16H27N3S4Zn | wB97M-V/def2-TZVPD

```
! wB97M-V def2-TZVPD RIJCOSX def2/J DEFGRID3
* xyz 2 1
Zn 0.806 0.066 -0.077
S -0.107 -2.368 -0.585
S -0.170 2.393 -0.548
C 1.480 -3.301 -0.517
C -0.329 -2.386 -2.370
C 0.420 -1.231 -3.005
N -0.015 0.010 -2.290
C 0.381 1.272 -2.988
C -0.404 2.394 -2.332
H -1.401 -2.304 -2.559
H 0.004 -3.337 -2.783
H 0.244 -1.170 -4.099
H 1.499 -1.305 -2.841
H 0.200 1.225 -4.084
H 1.460 1.376 -2.825
H -1.475 2.270 -2.500
H -0.116 3.360 -2.746
C 1.451 3.292 -0.497
H -1.034 -0.008 -2.287
H 2.166 2.847 -1.203
H 1.847 3.280 0.526
H 1.254 4.337 -0.776
H 1.874 -3.277 0.505
H 2.203 -2.885 -1.232
H 1.259 -4.346 -0.775
C -2.941 -0.008 0.480
C -2.618 0.005 1.759
H -2.979 -0.909 -0.101
H -3.030 0.892 -0.093
H -2.377 -0.904 2.291
H -2.478 0.923 2.310
C -0.570 3.425 2.432
C 0.669 2.619 2.494
N 0.831 1.401 1.997
C 1.914 0.724 2.566
C 2.708 1.559 3.370
S 2.027 3.148 3.497
C 1.915 -0.724 2.556
C 2.682 -1.576 3.334
S 1.988 -3.152 3.474
C 0.645 -2.595 2.467
N 0.807 -1.383 1.984
C -0.615 -3.389 2.437
H -0.628 4.050 1.521
H -0.528 4.112 3.287
H -1.460 2.788 2.557
H 3.615 1.227 3.835
H 3.618 -1.257 3.801
H -0.947 -3.501 3.482
H -1.392 -2.916 1.817
H -0.394 -4.403 2.075
*
```

Results
highest occupied orbital energy: -14.05 eV

---

C13H9MnN2O5Se | wB97M-V/def2-TZVPD

```
! wB97M-V def2-TZVPD RIJCOSX def2/J DEFGRID3
* xyz 3 4
O -2.797 -4.689 0.668
C -2.513 -3.766 1.309
Mn -0.009 0.411 0.160
O 2.087 -0.619 1.686
C 1.042 -0.515 1.206
C 1.223 1.770 0.087
O 2.100 2.556 0.157
C -0.663 3.297 -1.362
O -0.701 3.338 -2.527
C 0.444 -0.317 -1.491
O 1.059 -0.940 -2.224
H -0.026 -1.019 1.082
C 0.971 1.945 3.645
N 0.093 0.847 3.908
C -0.990 0.491 3.177
Se -1.621 1.266 1.641
N -1.488 -0.606 3.795
C -0.714 -0.989 4.886
C -0.916 -1.943 5.887
C -0.051 -1.909 6.995
C 0.985 -0.944 7.078
C 1.173 0.006 6.053
C 0.295 -0.049 4.961
H 1.411 2.283 4.575
H 0.431 2.762 3.196
H 1.777 1.668 2.981
H -2.288 -1.131 3.463
H -1.737 -2.666 5.788
H -0.167 -2.632 7.826
H 1.633 -0.951 7.984
H 1.944 0.783 6.088
*
```

Results
⟨S²⟩: 3.833
highest occupied orbital energy (alpha / beta): -20.01 / -20.25 eV
relative energy (zero: lowest compared OMol25 entry of this formula, charge and spin): 0.2725 eV

---

C11H18IrN5O2 | wB97M-V/def2-TZVPD

```
! wB97M-V def2-TZVPD RIJCOSX def2/J DEFGRID3
* xyz 3 2
Ir 0.065 1.251 -0.417
C 2.490 0.266 0.728
C 1.762 0.428 2.031
N 0.520 1.202 1.806
C -0.673 0.737 2.525
C -1.512 -0.156 1.665
C -2.530 -0.931 2.177
C -3.307 -1.683 1.306
C -3.050 -1.649 -0.059
C -2.019 -0.861 -0.524
C -1.710 -0.720 -1.981
N -0.391 -0.111 -2.185
C 0.738 -1.049 -2.367
C 1.942 -0.533 -1.633
N 1.549 -0.353 -0.224
N -1.276 -0.125 0.334
H 3.383 -0.347 0.889
H 2.821 1.221 0.319
H 2.419 0.917 2.751
H 1.487 -0.546 2.442
H 0.689 2.180 2.034
H -1.288 1.591 2.819
H -0.401 0.227 3.451
H -2.727 -0.943 3.241
H -4.110 -2.302 1.687
H -3.651 -2.221 -0.755
H -2.484 -0.090 -2.428
H -1.780 -1.687 -2.484
H -0.429 0.534 -2.972
H 0.988 -1.179 -3.421
H 0.439 -2.024 -1.976
H 2.284 0.425 -2.025
H 2.764 -1.247 -1.748
H 1.182 -1.228 0.158
O 2.727 4.271 -2.165
N 1.770 3.925 -1.630
O 1.318 2.811 -1.368
*
```

Results
⟨S²⟩: 0.755
highest occupied orbital energy (alpha / beta): -20.12 / -20.12 eV

---

C2H6N3S | wB97M-V/def2-TZVPD

```
! wB97M-V def2-TZVPD RIJCOSX def2/J DEFGRID3
* xyz 1 1
C 2.295 -0.585 -0.209
C 0.794 1.121 -0.309
N 1.885 0.479 -0.714
N 0.097 -0.088 1.013
N -1.185 -0.595 0.499
S 1.294 -1.269 1.079
H 3.209 -1.083 -0.482
H 0.960 2.014 0.283
H 0.004 1.221 -1.047
H -1.899 0.124 0.702
H -1.435 -1.457 1.012
H -1.196 -0.810 -0.516
*
```

Results
highest occupied orbital energy: -13.57 eV
relative energy (zero: lowest compared OMol25 entry of this formula, charge and spin): 3.0186 eV

---

C17H33AsCrN3OS | wB97M-V/def2-TZVPD

```
! wB97M-V def2-TZVPD RIJCOSX def2/J DEFGRID3
* xyz 1 5
Cr 1.411 0.208 0.188
O 2.240 -1.265 1.234
N 3.351 -1.036 1.951
C 3.787 -2.051 2.727
C 4.915 -1.915 3.481
C 5.613 -0.706 3.431
C 5.150 0.311 2.633
C 3.986 0.153 1.866
S 3.337 1.386 0.843
H 3.177 -2.940 2.684
H 5.245 -2.740 4.094
H 6.511 -0.569 4.018
H 5.662 1.260 2.569
C -3.765 -3.280 -0.264
C -2.375 -3.799 0.080
N -1.290 -3.039 -0.559
C -0.895 -3.433 -1.913
C -1.578 -2.632 -3.023
C -0.761 -1.946 0.008
C -1.152 -1.608 1.418
N 0.086 -1.152 -0.595
H -4.522 -3.859 0.265
H -3.965 -3.363 -1.333
H -3.877 -2.233 0.021
H -2.269 -4.832 -0.248
H -2.225 -3.804 1.156
H -1.133 -4.490 -2.010
H 0.191 -3.363 -1.988
H -2.587 -2.997 -3.213
H -1.014 -2.713 -3.953
H -1.653 -1.574 -2.762
H -0.878 -2.413 2.098
H -2.226 -1.441 1.501
H -0.635 -0.706 1.732
H 0.290 -1.432 -1.547
C -1.132 1.469 -2.860
C -0.420 2.658 -2.218
As 0.141 2.270 -0.396
C -1.570 2.175 0.543
C -2.439 3.422 0.462
C 0.901 3.958 0.234
C 0.510 5.194 -0.570
H -1.326 1.663 -3.915
H -2.092 1.269 -2.380
H -0.534 0.561 -2.795
H -1.063 3.535 -2.190
H 0.474 2.930 -2.777
H -1.322 1.941 1.580
H -2.092 1.303 0.143
H -1.966 4.276 0.946
H -3.390 3.246 0.967
H -2.665 3.700 -0.568
H 1.981 3.834 0.246
H 0.590 4.040 1.277
H 0.854 5.127 -1.602
H 0.972 6.080 -0.131
H -0.567 5.360 -0.589
*
```

Results
⟨S²⟩: 6.023
highest occupied orbital energy (alpha / beta): -10.65 / -11.07 eV
relative energy (zero: lowest compared OMol25 entry of this formula, charge and spin): 0.0389 eV

---

C9H23BrCl5LiN7NaO9 | wB97M-V/def2-TZVPD

```
! wB97M-V def2-TZVPD RIJCOSX def2/J DEFGRID3
* xyz 0 1
C -1.242 2.912 -1.589
C -1.736 2.218 -0.200
N -0.689 2.341 0.885
C -0.810 3.704 1.458
C -1.996 3.968 2.392
C -1.983 5.440 2.847
C -0.838 6.287 2.295
N 0.255 5.958 1.463
N 0.147 4.669 1.128
H -1.231 4.051 -1.439
H -2.072 2.661 -2.356
H -0.209 2.556 -1.919
H -1.966 1.099 -0.336
H -2.738 2.706 0.096
H 0.249 2.293 0.441
H -2.783 3.204 2.673
H -2.762 5.892 3.541
H -0.857 7.401 2.608
H 0.935 4.348 0.504
C -4.314 5.161 -3.210
Cl -3.309 4.211 -4.304
Cl -3.422 5.586 -1.739
Cl -4.894 6.631 -4.016
H -5.177 4.560 -2.927
O 0.604 0.088 -0.726
Cl 0.358 -1.279 -0.318
O 0.585 -1.405 1.107
O 1.253 -2.164 -1.023
O -1.014 -1.634 -0.622
Li -5.211 7.875 -1.873
C 1.044 -5.578 -1.860
O 1.895 -4.807 -1.014
H 0.981 -6.593 -1.463
H 0.047 -5.132 -1.875
H 1.460 -5.611 -2.882
H 1.930 -3.913 -1.389
Br 0.317 -6.196 -3.984
C 2.641 -2.689 4.160
O 3.074 -1.591 4.513
N 2.016 -2.884 2.984
N 2.755 -3.803 4.926
H 1.661 -3.777 2.690
H 1.905 -2.084 2.376
H 3.214 -3.709 5.817
H 2.406 -4.702 4.644
N -2.795 -5.257 -3.418
H -1.797 -5.506 -3.561
H -3.025 -5.328 -2.423
H -2.955 -4.298 -3.737
H -3.385 -5.898 -3.952
Cl 2.354 5.677 0.763
Na 5.180 -1.964 3.528
N 6.487 -3.924 0.074
O 6.760 -4.376 -1.047
O 5.919 -2.818 0.183
O 6.780 -4.575 1.102
*
```

Results
highest occupied orbital energy: -4.72 eV
relative energy (zero: lowest compared OMol25 entry of this formula, charge and spin): 6.4969 eV

---

C26H21BCl2F2NORe | wB97M-V/def2-TZVPD

```
! wB97M-V def2-TZVPD RIJCOSX def2/J DEFGRID3
* xyz 1 2
Re -0.081 -0.022 -0.470
C 1.649 1.461 2.031
C 0.761 0.252 1.897
C 1.256 -1.028 2.158
C 0.423 -2.140 2.279
C 0.978 -3.480 2.684
C -0.921 -1.970 2.013
C -1.461 -0.736 1.621
C -2.949 -0.577 1.428
C -0.629 0.406 1.635
H 1.757 1.714 3.089
H 1.236 2.321 1.513
H 2.640 1.269 1.623
H 2.320 -1.138 2.345
H 1.036 -3.564 3.771
H 1.985 -3.624 2.291
H 0.348 -4.295 2.326
H -1.589 -2.822 2.106
H -3.453 -0.540 2.397
H -3.376 -1.414 0.873
H -3.190 0.341 0.895
H -1.078 1.392 1.682
Cl 3.608 0.205 -3.898
C 2.829 -1.152 -3.216
C 3.365 -2.433 -3.517
C 2.745 -3.558 -3.090
Cl 3.385 -5.106 -3.517
C 1.567 -3.479 -2.293
C 0.820 -4.595 -1.868
C -0.322 -4.410 -1.143
C -0.680 -3.114 -0.760
N 0.028 -2.045 -1.089
C 1.109 -2.206 -1.932
C 1.710 -1.033 -2.455
O 1.026 0.148 -2.180
H 4.257 -2.490 -4.125
H 1.147 -5.589 -2.144
H -0.941 -5.242 -0.840
H -1.558 -2.936 -0.160
F 2.688 1.512 -1.038
B 1.573 1.669 -1.806
F 1.743 2.380 -2.936
C 0.231 2.115 -0.936
C -0.529 2.996 -0.555
C -1.455 4.003 -0.147
C -1.288 4.653 1.078
C -2.193 5.624 1.466
C -3.251 5.955 0.627
C -3.413 5.319 -0.599
C -2.521 4.337 -0.987
H -0.446 4.401 1.710
H -2.071 6.131 2.414
H -3.953 6.722 0.929
H -4.236 5.589 -1.247
H -2.634 3.826 -1.935
*
```

Results
⟨S²⟩: 0.851
highest occupied orbital energy (alpha / beta): -11.04 / -10.62 eV
relative energy (zero: lowest compared OMol25 entry of this formula, charge and spin): 2.5415 eV

---

C25H20AgN7O3P | wB97M-V/def2-TZVPD

```
! wB97M-V def2-TZVPD RIJCOSX def2/J DEFGRID3
* xyz -1 1
Ag 0.635 -0.004 -2.479
O 4.775 0.690 -1.361
C 3.762 0.169 -0.896
O 2.602 0.115 -1.409
C 3.836 -0.498 0.477
C 5.021 -0.365 1.192
C 5.167 -0.923 2.450
C 4.110 -1.632 3.001
C 2.926 -1.778 2.294
C 2.758 -1.213 1.025
P 1.188 -1.478 0.069
C 0.322 -2.683 1.179
C -0.425 -2.351 2.308
C -1.033 -3.336 3.076
C -0.898 -4.674 2.730
C -0.161 -5.021 1.606
C 0.433 -4.031 0.835
C 0.184 0.003 0.463
C -1.250 -0.100 0.178
C -2.155 0.827 0.545
C -1.749 2.113 1.131
C -0.242 2.261 1.067
C 0.682 1.165 0.929
H 5.819 0.191 0.716
H 6.096 -0.808 2.996
H 4.200 -2.078 3.985
H 2.125 -2.345 2.746
H -0.528 -1.310 2.595
H -1.610 -3.055 3.949
H -1.372 -5.441 3.331
H -0.055 -6.062 1.324
H 0.994 -4.305 -0.053
H -1.608 -1.022 -0.269
H -3.213 0.618 0.418
H -2.300 2.525 1.979
H 0.615 4.084 0.785
H 1.725 1.273 1.202
N 0.820 2.493 -2.018
C -0.446 3.035 -2.305
O -0.758 3.121 -3.506
C -1.294 3.359 -1.213
C -1.065 3.071 0.197
N -0.211 3.725 1.269
C -2.584 3.834 -1.531
N -3.661 4.210 -1.759
H 1.449 2.595 -2.800
H 1.248 2.709 -1.132
N -3.210 1.820 -3.655
C -3.786 0.771 -3.080
N -4.987 0.952 -2.499
N -3.291 -0.469 -3.048
C -2.053 -0.594 -3.442
N -0.948 -0.741 -3.784
H -3.539 2.742 -3.391
H -2.213 1.829 -3.887
H -5.410 1.861 -2.450
H -5.433 0.155 -2.085
*
```

Results
highest occupied orbital energy: -4.63 eV
relative energy (zero: lowest compared OMol25 entry of this formula, charge and spin): 0.0000 eV

---

C3H7F2N | wB97M-V/def2-TZVPD

```
! wB97M-V def2-TZVPD RIJCOSX def2/J DEFGRID3
* xyz 0 1
C 0.374 0.757 -1.105
C 0.083 -0.353 -0.095
N -1.194 -0.993 -0.156
C 0.245 0.285 1.260
F 1.502 0.795 1.316
F 0.106 -0.624 2.215
H -0.352 1.717 -1.058
H 1.433 1.031 -0.988
H 0.222 0.501 -2.174
H 0.786 -1.128 -0.237
H -1.410 -1.386 -1.064
H -1.295 -1.663 0.572
H -0.500 1.062 1.514
*
```

Results
highest occupied orbital energy: -9.51 eV
relative energy (zero: lowest compared OMol25 entry of this formula, charge and spin): 0.6968 eV

---

C17H20N3O3 | wB97M-V/def2-TZVPD

```
! wB97M-V def2-TZVPD RIJCOSX def2/J DEFGRID3
* xyz 1 1
C -2.472 2.068 2.807
C -3.836 1.520 2.365
O -3.847 0.103 2.136
C -3.713 -0.295 0.838
O -4.541 -0.983 0.320
C -2.452 0.134 0.108
C -1.232 -0.558 0.742
C 0.148 0.099 0.464
C 0.138 1.190 -0.567
C 0.106 2.524 -0.200
C 0.116 3.529 -1.168
C 0.165 3.174 -2.480
N 0.175 1.872 -2.824
C 0.162 0.876 -1.922
N 0.142 -0.463 -2.294
C 0.589 -0.814 -3.394
O 0.943 -1.147 -4.432
H -2.445 2.300 3.868
H -2.267 3.002 2.279
H -1.670 1.379 2.557
H -4.602 1.750 3.098
H -4.119 2.018 1.436
H -2.551 -0.201 -0.920
H -2.395 1.221 0.167
H -1.188 -1.565 0.329
H -1.360 -0.693 1.813
H 0.859 -0.668 0.172
H 0.539 0.537 1.381
H 0.067 2.756 0.855
H 0.085 4.565 -0.868
H 0.198 3.919 -3.259
H 0.183 1.664 -3.817
N 2.373 -2.425 0.682
C 2.712 -3.665 1.035
C 3.797 -4.349 0.508
C 4.580 -3.715 -0.441
C 4.247 -2.425 -0.822
C 3.143 -1.832 -0.233
H 2.077 -4.129 1.781
H 4.020 -5.353 0.838
H 5.435 -4.215 -0.875
H 4.832 -1.890 -1.557
H 2.858 -0.818 -0.506
*
```

Results
highest occupied orbital energy: -12.23 eV